# 1
Here is C19H16AlCl3N5O3 as an isolated structure from the Open Molecules 2025 dataset. Energies are from ωB97M-V/def2-TZVPD.

XYZ file:
```
47
Properties=species:S:1:pos:R:3
Al -0.662 -0.768 -0.007
Cl 0.891 -6.884 -2.986
C 0.173 -5.483 -2.269
C 0.936 -4.342 -2.095
C 0.310 -3.256 -1.523
Cl 1.209 -1.753 -1.259
C -1.019 -3.228 -1.107
O -1.564 -2.144 -0.561
C -1.743 -4.406 -1.299
Cl -3.391 -4.456 -0.802
C -1.155 -5.519 -1.874
H 1.974 -4.312 -2.392
H -1.737 -6.420 -2.010
O 1.906 -2.071 2.733
C 0.854 -1.516 2.821
N 0.079 -1.028 1.732
C -1.038 -0.473 2.212
O -1.836 -0.040 1.317
C -1.096 -0.509 3.678
C -2.034 -0.076 4.589
C -1.746 -0.295 5.935
C -0.566 -0.922 6.324
C 0.371 -1.362 5.388
C 0.080 -1.144 4.062
H -2.950 0.408 4.279
H -2.452 0.026 6.689
H -0.374 -1.076 7.378
H 1.285 -1.857 5.686
C 2.357 4.596 -1.728
C 1.305 4.416 -2.816
C 1.717 3.374 -3.851
C -0.090 4.140 -2.273
N -0.251 2.775 -1.719
C -1.056 1.803 -2.147
N -0.844 0.757 -1.386
N 0.073 1.145 -0.469
N 0.428 2.357 -0.649
H 3.284 4.953 -2.175
H 2.577 3.659 -1.212
H 2.044 5.328 -0.982
H 1.177 5.378 -3.325
H 1.833 2.386 -3.398
H 2.680 3.636 -4.288
H 0.994 3.298 -4.666
H -0.821 4.193 -3.079
H -0.381 4.837 -1.489
H -1.729 1.873 -2.984
```

For the total energy, the calculation gives -2856.09243 a.u. For the highest occupied orbital energy, the calculation gives -11.11 eV. The value obtained for the gap between HOMO and LUMO is 0.28763 Eh. For the LUMO energy, the calculation gives -0.121 hartree. Its energy above the lowest of the compared OMol25 structures with the same formula, charge and spin is 47.7 kJ/mol. The calculation puts the maximum force at 0.0091 Eh/bohr. The net charge is +1.


# 2
Here is C19H16Br3F3 as an isolated structure at a distorted geometry from the Open Molecules 2025 dataset. Energies are from ωB97M-V/def2-TZVPD.

XYZ file:
```
41
Properties=species:S:1:pos:R:3
F -2.238 1.023 -0.064
C -0.948 1.302 0.275
C -0.816 2.150 1.378
C 0.430 2.633 1.729
C 1.525 2.306 0.935
C 1.383 1.508 -0.227
C 0.134 0.995 -0.535
H -1.754 2.302 1.891
H 0.615 3.270 2.581
H 2.533 2.581 1.208
H 2.178 1.283 -0.923
H -0.125 0.401 -1.398
F -1.593 -1.313 -2.164
C -2.591 -1.178 -3.025
C -3.755 -0.657 -2.549
C -4.856 -0.604 -3.432
C -4.729 -1.047 -4.741
C -3.513 -1.560 -5.173
C -2.436 -1.624 -4.314
H -3.803 -0.263 -1.544
H -5.739 -0.098 -3.071
H -5.572 -0.945 -5.409
H -3.494 -2.068 -6.126
H -1.547 -2.086 -4.718
F 5.053 1.594 0.927
C 4.812 0.272 1.283
C 5.487 -0.672 0.527
C 5.375 -2.042 0.832
C 4.393 -2.396 1.779
C 3.727 -1.431 2.571
C 4.008 -0.065 2.357
H 6.206 -0.235 -0.150
H 5.866 -2.811 0.254
H 4.114 -3.438 1.824
H 3.054 -1.739 3.358
H 3.562 0.769 2.879
C -2.991 0.773 4.017
Br -3.745 -0.740 5.074
Br -1.082 1.006 4.560
Br -4.146 2.361 4.361
H -2.983 0.481 2.967
```

For the total energy, the calculation gives -8754.86998 a.u. For the highest occupied orbital energy (spin up / spin down), the calculation gives -11.56 / -11.56 eV. The value obtained for the gap between HOMO and LUMO (spin up / spin down) is 0.26993 / 0.11221 Eh. For the LUMO energy (spin up / spin down), the calculation gives -0.155 / -0.313 hartree. Its spin multiplicity is 2. The calculation puts the maximum force at 0.0509 Eh/bohr. The net charge is +1.